## 1
The molecule C4H5ClS, computed with the ωB97M-V functional and the def2-TZVPD basis.

XYZ file:
```
11
C4H5ClS | the OMol25 dataset | the ωB97M-V functional and the def2-TZVPD basis
S -2.77924 -0.98908 -0.34390
C -1.48316 -0.38151 0.40557
C -0.63360 0.71760 -0.12733
C 0.69430 0.16920 -0.61266
C 1.64288 -0.33057 0.21242
Cl 3.24407 -0.81972 -0.23435
H -1.16614 -0.69421 1.43063
H -0.48819 1.43801 0.72701
H -1.17716 1.19041 -0.95966
H 0.76277 0.19809 -1.70765
H 1.38346 -0.49822 1.20992
```

As for the structure (SMILES): S=CC/C=C/Cl. The calculation puts the HOMO-LUMO gap at 8.55 eV.

These are the natural (NBO) partial charges, in e, on atoms 1 to 4:
1 S 0.066
2 C -0.238
3 C -0.524
4 C -0.185

***

## 2
The molecule C4H5ClS, computed with the ωB97M-V functional and the def2-TZVPD basis.

XYZ file:
```
11
C4H5ClS | the OMol25 dataset | the ωB97M-V functional and the def2-TZVPD basis
S -0.61531 -1.98936 -1.91648
C 0.59561 -1.89064 -0.79455
C 0.65594 -0.95831 0.30081
C -0.28497 -0.03713 0.56617
C -0.26055 1.03220 1.62213
Cl 0.27062 2.63378 0.92893
H 1.40837 -2.69018 -0.86746
H 1.51210 -0.97620 0.99583
H -1.14413 -0.01346 -0.07659
H 0.46601 0.80159 2.49223
H -1.23395 1.05718 2.16042
```

As for the structure (SMILES): S=C/C=C/CCl. The calculation puts the HOMO-LUMO gap at 7.69 eV.

These are the natural (NBO) partial charges, in e, on atoms 1 to 4:
1 S 0.029
2 C -0.283
3 C -0.294
4 C -0.090

***

The least stable of them is 1.

***

## 1
A structure of composition C55H57N6P2S2Sc, computed with the ωB97M-V functional and the def2-TZVPD basis.

XYZ file:
```
123
C55H57N6P2S2Sc | the OMol25 dataset | the ωB97M-V functional and the def2-TZVPD basis
Sc -0.31840 0.04661 0.25727
C 2.48031 -3.31510 0.90527
C 1.29430 -2.63986 1.53659
C 1.44580 -1.57030 2.43681
C 2.81553 -1.05067 2.80084
C 0.32712 -1.13544 3.17996
C 0.54269 -0.09781 4.26045
C -0.91920 -1.76180 3.00879
C -2.11661 -1.39457 3.85134
C -1.06336 -2.81795 2.09660
C -2.38198 -3.55533 2.07869
C 0.04302 -3.25332 1.35376
C -0.00635 -4.49631 0.49210
H 3.39945 -2.76438 1.03522
H 2.34022 -3.49579 -0.16273
H 2.63012 -4.29806 1.36145
H 3.51317 -1.08997 1.96908
H 3.23352 -1.65396 3.61402
H 2.79609 -0.01934 3.14037
H 1.04871 -0.55043 5.11845
H -0.37859 0.34755 4.60933
H 1.17119 0.72204 3.91438
H -2.88486 -0.90695 3.24286
H -1.87587 -0.72844 4.66897
H -2.56355 -2.28741 4.28861
H -3.22077 -2.86692 2.16953
H -2.43395 -4.24184 2.92977
H -2.53273 -4.14560 1.18120
H 0.66982 -5.25755 0.88931
H 0.31881 -4.29532 -0.53154
H -0.99284 -4.94461 0.44667
S -1.04623 1.46187 2.10949
C -2.33514 2.29998 1.24854
N -3.04561 3.13372 1.98592
N -4.12434 3.73965 1.60595
C -5.12215 3.45115 0.61761
C -5.89226 4.52670 0.20496
C -6.95601 4.32359 -0.66073
C -7.26317 3.04396 -1.09495
C -6.50310 1.96808 -0.64759
C -5.42780 2.16196 0.20351
N -2.51932 2.27649 -0.09183
N -1.64815 1.71538 -0.80810
C -1.94171 1.93183 -2.21053
C -3.23905 1.79725 -2.69046
C -3.50765 2.03927 -4.02928
C -2.49092 2.42553 -4.89445
C -1.19980 2.57327 -4.40922
C -0.92700 2.32699 -3.07054
H -4.36647 4.48368 2.24279
H -5.66102 5.52596 0.56017
H -7.54900 5.16806 -0.98673
H -8.09567 2.88306 -1.76716
H -6.75549 0.96224 -0.96350
H -4.85353 1.31541 0.55669
H -4.02459 1.49416 -2.01241
H -4.52000 1.92917 -4.39710
H -2.70563 2.62103 -5.93777
H -0.40359 2.89703 -5.06851
H 0.07135 2.49319 -2.69256
C 2.69854 1.49414 -2.92773
N 2.31816 0.97850 -1.60581
P 1.60489 1.85219 -0.30485
C 1.53189 3.59125 -0.79308
C 2.72619 4.25244 -1.09642
C 2.70878 5.59757 -1.41590
C 1.50683 6.30064 -1.40783
C 0.32450 5.65887 -1.07413
C 0.33519 4.30306 -0.76635
C 2.89011 1.93405 0.98080
C 2.54492 2.50679 2.20828
C 3.50453 2.64917 3.19919
C 4.81091 2.22568 2.97178
C 5.15761 1.67155 1.74874
C 4.19747 1.52498 0.75406
P 2.31177 -0.67964 -1.22326
C 3.95044 -1.26492 -1.74541
C 4.23879 -1.50102 -3.09036
C 5.52356 -1.85353 -3.47793
C 6.53112 -1.97331 -2.52859
C 6.25658 -1.73236 -1.18928
C 4.97269 -1.37742 -0.80096
C 1.18148 -1.45691 -2.42760
C 0.03833 -0.75125 -2.77205
C -0.87826 -1.24461 -3.69521
C -0.65051 -2.48265 -4.27196
C 0.46111 -3.23369 -3.88914
C 1.36783 -2.73494 -2.96419
H 3.75970 1.32249 -3.11765
H 2.51214 2.56284 -2.98523
H 2.11956 0.99921 -3.71126
H 3.66897 3.71576 -1.07592
H 3.63399 6.10595 -1.65616
H 1.49976 7.35567 -1.65206
H -0.60701 6.21026 -1.05098
H -0.58431 3.81040 -0.49120
H 1.53149 2.84947 2.38523
H 3.23906 3.10182 4.14673
H 5.55991 2.34136 3.74533
H 6.17968 1.36266 1.56335
H 4.47886 1.13080 -0.21411
H 3.46468 -1.41555 -3.84364
H 5.73853 -2.03129 -4.52449
H 7.53143 -2.25345 -2.83479
H 7.03954 -1.82297 -0.44655
H 4.77272 -1.17882 0.24341
H -0.09012 0.25338 -2.40424
H -1.73485 -0.64058 -3.97605
H -1.33710 -2.87023 -5.01495
H 0.63968 -4.20386 -4.33887
H 2.25339 -3.31010 -2.71842
S -2.86770 -0.92911 -0.07704
C -3.22808 -2.44888 -0.75962
N -4.52590 -2.83421 -0.77095
C -4.97974 -4.01433 -1.26394
C -4.10503 -4.90500 -1.79751
C -2.74185 -4.56093 -1.81044
C -2.31070 -3.36324 -1.30142
H -5.18903 -2.18528 -0.36701
H -6.04413 -4.18352 -1.19704
H -4.46101 -5.84551 -2.19104
H -2.02017 -5.25612 -2.22410
H -1.26479 -3.09524 -1.29261
```

The calculation puts the HOMO-LUMO gap (alpha / beta) at 6.24 / 6.24 eV. The net charge is +2.

These are the Löwdin partial charges, in e, on atoms 1 to 4:
1 Sc 0.607
2 C -0.039
3 C -0.216
4 C -0.196

***

## 2
A structure of composition C55H57N6P2S2Sc, computed with the ωB97M-V functional and the def2-TZVPD basis.

XYZ file:
```
123
C55H57N6P2S2Sc | the OMol25 dataset | the ωB97M-V functional and the def2-TZVPD basis
Sc 0.32868 0.59214 0.85224
C 0.63821 4.09540 3.04091
C 0.65728 2.60205 3.23452
C -0.38154 2.01013 3.96984
C -1.62117 2.81563 4.25909
C -0.20943 0.73095 4.51522
C -1.25732 0.12176 5.40719
C 0.98493 0.03203 4.28645
C 1.26592 -1.24279 5.03633
C 1.92301 0.52455 3.37022
C 3.19599 -0.25734 3.12109
C 1.76585 1.82950 2.83657
C 2.91485 2.51606 2.12066
H -0.11363 4.40809 2.31595
H 1.60323 4.48051 2.72520
H 0.38846 4.57122 3.99011
H -1.74836 3.62643 3.54591
H -1.57697 3.24694 5.26223
H -2.51542 2.19637 4.21377
H -1.01025 0.29172 6.45789
H -1.33205 -0.95098 5.23956
H -2.24023 0.54788 5.23433
H 1.00807 -2.11689 4.42980
H 0.68584 -1.29350 5.95226
H 2.31570 -1.30842 5.31452
H 3.04861 -1.32001 3.29862
H 3.98462 0.08728 3.79474
H 3.57017 -0.14181 2.10383
H 3.44267 3.16197 2.82666
H 2.56964 3.13535 1.29140
H 3.64596 1.81498 1.73159
S -0.98546 -1.16442 2.14055
C -1.06032 -2.42235 0.92487
N -1.53644 -3.60739 1.34607
N -1.60321 -4.57511 0.47009
C -1.32589 -5.90123 0.78412
C -1.34778 -6.84042 -0.25017
C -0.91620 -8.13162 -0.01562
C -0.46836 -8.49724 1.24772
C -0.49382 -7.57352 2.28612
C -0.92733 -6.27908 2.06824
N -0.60862 -2.29124 -0.29705
N 0.40315 -1.32960 -0.45643
C 1.06977 -1.35457 -1.81102
C 0.98121 -2.67015 -2.51569
C 1.30594 -2.74556 -3.80474
C 1.63239 -1.53958 -4.55997
C 1.37004 -0.33449 -4.05930
C 0.71846 -0.17133 -2.70831
H -1.64235 -4.34293 -0.51816
H -1.68701 -6.53846 -1.23505
H -0.92272 -8.85340 -0.82074
H -0.09821 -9.49844 1.41980
H -0.16205 -7.86792 3.27261
H -0.94378 -5.54677 2.86340
H 0.72005 -3.53006 -1.92017
H 1.30825 -3.69573 -4.32220
H 2.04453 -1.65040 -5.55455
H 1.51159 0.56705 -4.64584
H 1.25241 1.84850 -2.50369
C -0.80154 -0.06986 -2.90630
N 1.18689 1.00109 -1.95071
P 2.50593 0.73836 -0.88351
C 4.05084 1.19687 -1.72766
C 4.07929 1.87088 -2.94261
C 5.29698 2.21040 -3.51406
C 6.48349 1.90063 -2.86699
C 6.45881 1.24168 -1.64421
C 5.24670 0.89803 -1.07185
C 2.43619 -1.12981 -1.06087
C 1.73484 -1.68224 0.19788
C 2.01108 -3.12537 0.47266
C 3.03304 -3.74756 -0.11448
C 3.89243 -3.09120 -1.09937
C 3.63580 -1.86179 -1.54533
P -0.93436 2.80258 0.26383
C -0.26824 3.81213 -1.09800
C 0.52635 4.91330 -0.77708
C 1.04344 5.72995 -1.77388
C 0.77341 5.45780 -3.10558
C -0.00246 4.35418 -3.43911
C -0.50982 3.53153 -2.44624
C -2.66121 2.51412 -0.12148
C -3.40155 3.11484 -1.06579
C -4.82517 2.70079 -1.25771
C -5.50287 2.52800 0.07249
C -4.80579 1.99431 1.06472
C -3.39452 1.56344 0.80117
H -1.20117 -1.05985 -3.13325
H -1.03186 0.59748 -3.73816
H -1.26701 0.30134 -1.99445
H 3.16281 2.12895 -3.45847
H 5.31703 2.71315 -4.47161
H 7.42911 2.17100 -3.31673
H 7.38303 0.99221 -1.14073
H 5.22449 0.36989 -0.12358
H 1.87099 -1.12342 1.14413
H 1.41917 -3.61015 1.24001
H 3.25769 -4.77431 0.14493
H 4.75142 -3.63814 -1.46473
H 4.24429 -1.39602 -2.30832
H 0.72349 5.14062 0.26286
H 1.65050 6.58552 -1.50905
H 1.16252 6.09995 -3.88422
H -0.21445 4.13794 -4.47927
H -1.09603 2.66066 -2.71215
H -2.97676 3.84137 -1.74406
H -5.36698 3.39652 -1.89618
H -6.53265 2.84293 0.18409
H -5.21880 1.82619 2.05091
H -2.83696 1.37150 1.71939
S -3.47277 -0.14772 0.01856
C -4.81486 0.15769 -1.06118
N -5.90951 -0.56685 -0.85580
C -7.03668 -0.50072 -1.59543
C -7.06564 0.37287 -2.69602
C -6.00636 1.17263 -2.95584
C -4.82411 1.26788 -2.04552
H -5.85460 -1.24521 -0.10114
H -7.85784 -1.14613 -1.32862
H -7.92727 0.35781 -3.34779
H -5.99059 1.79923 -3.83854
H -3.90114 1.26630 -2.62750
```

The calculation puts the HOMO-LUMO gap (alpha / beta) at 5.02 / 6.05 eV. The net charge is +2.

These are the Löwdin partial charges, in e, on atoms 1 to 4:
1 Sc 0.708
2 C -0.052
3 C -0.241
4 C -0.192

***

The least stable of them is 2.

***

## 1
The molecule C3H2Cl2O2, computed with the ωB97M-V functional and the def2-TZVPD basis.

XYZ file:
```
9
C3H2Cl2O2 | the OMol25 dataset | the ωB97M-V functional and the def2-TZVPD basis
O -0.75143 1.89019 -0.08208
C 0.17823 1.12024 -0.03292
O 1.41471 1.60134 0.03787
C 0.10725 -0.40378 -0.01411
Cl 1.66267 -1.30970 -0.04956
C -1.02338 -1.13307 0.01911
Cl -2.60474 -0.43267 -0.01880
H 2.11328 0.88989 0.08521
H -1.09658 -2.22244 0.05527
```

As for the structure (SMILES): O=C(O)/C(Cl)=C\Cl. The calculation puts the HOMO-LUMO gap at 10.07 eV.

These are the natural (NBO) partial charges, in e, on atoms 1 to 4:
1 O -0.535
2 C 0.741
3 O -0.660
4 C -0.177

***

## 2
A cluster of 2 separate species, C3H2Cl2O2 in total, computed with the ωB97M-V functional and the def2-TZVPD basis.

XYZ file:
```
9
C3H2Cl2O2 | the OMol25 dataset | the ωB97M-V functional and the def2-TZVPD basis
C 0.09256 0.64598 1.07746
C 0.17739 -1.11291 -0.02237
C 0.20146 -0.79796 -1.45331
O 0.98409 1.39761 1.22046
O -0.05608 -2.07646 0.58416
Cl 0.58682 -2.15042 -2.55860
Cl -1.45721 -0.33929 -1.67297
H -0.94636 0.58674 1.28174
H 0.80678 -0.03245 -1.84461
```

The calculation puts the HOMO-LUMO gap at 8.82 eV.

These are the natural (NBO) partial charges, in e, on atoms 1 to 4:
1 C 0.399
2 C 0.473
3 C -0.343
4 O -0.465

***

The least stable of them is 2.